The following is a quantum chemistry calculation of an isolated ion of composition C2H4N3S and charge +1 at a distorted geometry, from the OMol25 dataset.

Net charge: +1
Gap between HOMO and LUMO: 9.34 eV
HOMO: -14.6 eV
Total energy: -17434.9308 eV
Energy relative to the best compared isomer or geometry (same formula, charge and spin): 18.59 kcal per mole
Multiplicity: 1
SMILES: N#CN/C=[NH+]\S

Geometry (Å):
C (0.008, 2.050, -0.625)
C (0.182, -0.402, -0.318)
N (-0.059, 3.191, -0.481)
N (0.153, 0.753, -0.920)
N (-0.166, -0.542, 0.965)
S (-0.601, 0.543, 2.227)
H (-1.535, 1.204, 1.442)
H (0.536, -1.145, -0.952)
H (0.416, 0.691, -1.831)
H (0.176, -1.489, 1.362)

Atom charges from the Mulliken analysis, given in e for atoms 1 to 5:
1. C 0.30
2. C 0.32
3. N -0.25
4. N -0.21
5. N -0.31


The following is a quantum chemistry calculation of a 2-piece molecular cluster, C2H4N4 overall at a distorted geometry, from the OMol25 dataset.

Gap between HOMO and LUMO: 9.88 eV
HOMO: -8.9 eV
Total energy: -8096.2671 eV
Energy relative to the best compared isomer or geometry (same formula, charge and spin): 70.26 kcal per mole
Multiplicity: 1

Geometry (Å):
C (-0.005, -0.096, 1.596)
N (0.103, -0.109, -0.483)
C (0.596, -0.956, -1.148)
N (-0.788, 1.005, -2.701)
N (-1.433, 1.528, -1.976)
N (-0.491, 0.564, 0.359)
H (-0.135, -1.193, 1.554)
H (-0.553, 0.345, 2.410)
H (1.076, 0.085, 1.700)
H (1.632, -1.173, -1.312)

Atom charges from the Mulliken analysis, given in e for atoms 1 to 5:
1. C -0.76
2. N 0.41
3. C -0.06
4. N 0.01
5. N -0.03


The following is a quantum chemistry calculation of one molecule with the formula C2H4N4 at a distorted geometry, from the OMol25 dataset.

Gap between HOMO and LUMO (spin up / spin down): 8.93 / 7.71 eV
HOMO (spin up / spin down): -9.6 / -8.6 eV
Total energy: -8092.6857 eV
Energy relative to the best compared isomer or geometry (same formula, charge and spin): 152.86 kcal per mole
Multiplicity: 1

Geometry (Å):
C (1.261, 0.109, -0.333)
C (0.584, -0.800, 0.521)
N (-0.900, -1.097, 0.131)
N (-1.588, -0.186, -0.194)
N (-1.728, 0.973, 0.162)
N (0.693, 0.470, 0.925)
H (2.341, 0.171, -0.568)
H (0.565, 0.388, -1.084)
H (0.901, -1.705, 1.004)
H (-2.129, 1.678, -0.563)

Atom charges from the Mulliken analysis, given in e for atoms 1 to 5:
1. C -0.39
2. C 0.15
3. N -0.28
4. N 0.30
5. N -0.40